Entry 1:
Entry from the Open Molecules 2025 dataset: a molecular structure, C26H33N4O2PtS (the ωB97M-V functional and the def2-TZVPD basis).

Computed properties:
Strongest force on any atom, eV/A: 1.20
E_HOMO (alpha / beta), hartree: -0.6320 / -0.6312
Orbital gap (alpha / beta), eV: 4.7348 / 4.6781
Total energy, eV: -51606.8829

```
! wB97M-V def2-TZVPD RIJCOSX def2/J DEFGRID3
* xyz 3 1
Pt 0.46602 -0.61911 1.38854
C -1.38965 -2.75037 2.88553
O -0.00678 -2.28062 2.65378
C 1.01510 -2.56293 3.49780
C 0.95281 -3.48778 4.51889
C 2.09393 -3.74579 5.26312
C 3.32486 -3.09452 5.02140
C 3.40907 -2.17479 4.02826
C 2.25359 -1.86540 3.24426
N 2.24317 -0.92541 2.27451
N 3.39632 -0.36653 2.01223
C 3.53720 0.58841 1.10021
C 2.42916 1.16282 0.21885
O 1.21649 0.93471 0.42920
C 2.76825 2.05331 -0.83653
C 4.03370 2.50065 -0.96619
C 5.10050 2.08592 -0.07644
C 6.36237 2.60749 -0.22160
C 7.40486 2.20131 0.63895
C 7.17473 1.26231 1.62905
C 5.90686 0.72704 1.78477
C 4.84440 1.12554 0.94153
H -1.40149 -3.52891 3.63419
H -1.73758 -3.13344 1.93305
H -1.96892 -1.89085 3.21054
H 0.05098 -4.03121 4.74861
H 2.03567 -4.48516 6.05276
H 4.18694 -3.33437 5.62736
H 4.32919 -1.65471 3.81928
H 1.96859 2.37814 -1.48662
H 4.27749 3.20367 -1.75451
H 6.56034 3.33610 -0.99745
H 8.39036 2.63277 0.51896
H 7.97881 0.95117 2.28107
H 5.72203 0.00280 2.56298
C -3.26290 -2.94432 -2.94555
C -3.32474 -2.06621 -4.19393
C -3.20197 -0.56525 -3.93555
C -1.81419 -0.09922 -3.49402
N -1.53603 -0.39393 -2.07093
C -1.84403 0.28826 -0.98898
S -1.65419 -0.56224 0.57078
N -2.35441 1.49818 -0.91820
C -2.90401 2.39425 -1.96174
C -3.82294 3.41423 -1.30333
C -5.04132 2.80801 -0.60597
C -5.94325 2.00549 -1.53690
H -3.58434 -3.95866 -3.17604
H -3.91509 -2.56095 -2.15678
H -2.24782 -3.03510 -2.54402
H -4.27738 -2.23793 -4.69628
H -2.55570 -2.37721 -4.90595
H -3.93664 -0.26361 -3.18147
H -3.44535 -0.02315 -4.85166
H -1.67288 0.96419 -3.65994
H -1.04137 -0.61886 -4.06031
H -1.24031 -1.33994 -1.88210
H -2.47585 1.84003 0.02529
H -3.45675 1.79651 -2.68200
H -2.08330 2.89653 -2.47477
H -4.15449 4.09133 -2.09281
H -3.24267 4.02157 -0.60136
H -5.61146 3.62775 -0.16732
H -4.73408 2.18555 0.24253
H -6.22926 2.59518 -2.40945
H -6.85702 1.70680 -1.02648
H -5.46362 1.09046 -1.89509
*
```

These are the Löwdin partial charges, in e, on atoms 1 to 6: Pt 1.0399; C 0.0196; O -0.2453; C -0.1543; C 0.0495; C 0.0666



Entry 2:
Entry from the Open Molecules 2025 dataset: a molecular structure, C26H33N4OS4Zr (the ωB97M-V functional and the def2-TZVPD basis).

Computed properties:
Strongest force on any atom, eV/A: 2.32
E_HOMO, hartree: -0.3659
Orbital gap, eV: 7.7356
Total energy, eV: -80125.2928

```
! wB97M-V def2-TZVPD RIJCOSX def2/J DEFGRID3
* xyz 1 1
Zr 0.08192 0.41718 0.71230
S -0.25699 2.92680 0.25491
C -0.40152 3.28650 -1.46187
C -0.68116 4.60799 -1.82731
C -0.93531 4.94849 -3.15125
C -0.79438 3.93147 -4.10926
C -0.47670 2.63095 -3.73874
C -0.34817 2.28854 -2.41376
S -0.04332 0.57873 -1.93957
C -1.44477 -0.22115 -2.64588
C -1.39230 -1.67513 -2.13129
C -2.29432 -2.62978 -2.58447
C -2.27291 -3.91204 -2.02694
C -1.28017 -4.15403 -1.09710
C -0.50038 -3.14054 -0.64015
C 0.60474 -3.40530 0.38134
S 1.69795 -1.94489 0.59887
C 2.44493 -1.74400 -1.05125
C 2.64606 -2.84328 -1.92031
C 3.34932 -2.66985 -3.10165
C 3.73508 -1.37283 -3.48244
C 3.44879 -0.30496 -2.65477
C 2.83050 -0.43990 -1.42151
S 2.52220 1.05546 -0.44997
N -0.59029 -1.88385 -1.09880
H -0.61153 5.36178 -0.99363
H -1.05520 5.94427 -3.50300
H -0.90588 4.14297 -5.19308
H -0.24952 1.91413 -4.56914
H -1.52448 -0.15326 -3.75310
H -2.31793 0.33602 -2.26626
H -2.93549 -2.41078 -3.43749
H -2.99983 -4.72455 -2.22623
H -1.10848 -5.11831 -0.69647
H 1.23036 -4.21973 0.12980
H 0.19233 -3.57297 1.39393
H 2.34422 -3.85458 -1.59579
H 3.54694 -3.56762 -3.67077
H 4.29118 -1.26640 -4.40670
H 3.85919 0.67497 -3.02112
C 1.84124 1.95572 2.86856
C 0.52056 2.54861 3.26565
N -0.59779 1.72406 2.71875
C -1.39706 0.92354 3.75954
C -1.73748 -0.43968 3.20991
N -0.61743 -1.11657 2.55092
C 0.46799 -1.46899 3.49494
C 1.35521 -0.28705 3.75412
N 1.69843 0.54270 2.51108
H 2.26224 2.54527 2.01262
H 2.54841 2.06375 3.69722
H 0.43737 2.68558 4.37697
H 0.39982 3.58782 2.84005
H -1.31761 2.28034 2.25971
H -0.85040 0.90733 4.72803
H -2.33489 1.40956 3.92887
H -2.03133 -0.99862 4.06173
H -2.55430 -0.37655 2.49188
H -1.07662 -1.94405 2.16534
H 0.05300 -1.83407 4.46498
H 1.00641 -2.29322 3.12707
H 0.89441 0.42354 4.43309
H 2.31010 -0.58664 4.20130
H 2.59316 0.30034 2.05276
C -3.09608 0.74602 0.35395
O -1.88653 0.05786 0.54335
H -3.08718 1.43697 -0.46968
H -3.34590 1.40866 1.22967
H -3.86245 -0.01874 0.17760
*
```

These are the Löwdin partial charges, in e, on atoms 1 to 6: Zr 1.2499; S 0.6627; C -0.6343; C -0.1073; C -0.0588; C -0.0777



Entry 3:
Entry from the Open Molecules 2025 dataset: a molecular structure, C26H33O4Tc (the ωB97M-V functional and the def2-TZVPD basis).

Computed properties:
Strongest force on any atom, eV/A: 3.52
E_HOMO (alpha / beta), hartree: -0.4098 / -0.4309
Orbital gap (alpha / beta), eV: 6.8803 / 6.2809
Total energy, eV: -37875.4408

```
! wB97M-V def2-TZVPD RIJCOSX def2/J DEFGRID3
* xyz 1 4
O -3.59053 -1.02401 -3.10279
C -4.41315 -2.14687 -2.63965
C -5.18743 -2.32463 -3.94371
H -5.03518 -1.86792 -1.78294
H -3.77407 -2.99660 -2.37498
C -4.27966 -1.15485 -4.39947
H -6.24851 -2.06187 -3.86454
H -5.00692 -3.29121 -4.42837
C -5.05809 0.07828 -4.79617
H -5.73735 0.39091 -4.00689
H -5.64124 -0.13085 -5.70322
H -4.39781 0.91883 -5.01594
C -3.37173 -1.56806 -5.52809
H -2.83502 -2.48151 -5.27380
H -2.65265 -0.78369 -5.77805
H -3.97880 -1.76387 -6.42143
Tc 1.76644 1.06904 0.73994
C 3.58675 0.08944 0.62023
C 3.23106 -0.75850 1.72984
C 2.32553 -1.75228 1.26391
H 3.74073 -0.75751 2.68985
C 2.06780 -1.53691 -0.10373
C 2.76886 -0.33585 -0.51010
H 2.95574 -0.05675 -1.54458
H 4.45869 0.73812 0.56945
H 2.01163 -2.63172 1.82661
H 1.54556 -2.20999 -0.77801
C 2.70101 3.03134 0.74644
C 2.81853 2.43582 -0.55357
C 1.50177 2.18735 -1.06094
H 3.74788 2.24536 -1.09026
C 0.55661 2.69402 -0.09362
C 1.29879 3.23437 1.00685
H 0.87232 3.75234 1.86090
H 3.52806 3.35847 1.37331
H 1.24222 1.76249 -2.01974
H -0.52091 2.68670 -0.21660
O -1.09047 0.10404 0.44970
C -0.81654 -0.37188 -0.88570
C -1.29166 -1.82277 -0.99601
H 0.26939 -0.28039 -1.10910
H -1.37842 0.30834 -1.54049
C -2.36174 -1.82785 0.10630
H -0.45760 -2.51331 -0.73628
H -1.67705 -2.07378 -1.98559
C -1.62421 -1.01429 1.18493
H -2.65769 -2.82714 0.43038
H -3.24431 -1.26091 -0.25035
H -0.77190 -1.65130 1.52380
H -2.22591 -0.65480 2.04656
O 0.56635 -0.60277 4.22464
C 1.11080 0.32861 3.64514
O 0.71086 0.86399 2.49506
C 2.29943 0.98461 4.30128
C 2.48074 2.36641 4.21447
C 3.63771 2.95664 4.73269
C 4.62525 2.14507 5.30785
C 4.42771 0.76829 5.42966
C 3.25149 0.18499 4.95168
H 1.69358 2.98110 3.78494
H 3.77625 4.03591 4.65520
H 5.54008 2.59282 5.70440
H 5.18940 0.11274 5.86002
H 3.02152 -0.86979 5.05867
*
```

These are the Löwdin partial charges, in e, on atoms 1 to 6: O -0.1025; C -0.1783; C -0.0681; H 0.1159; H 0.1112; C -0.5788